[1]
Here is a 2-piece molecular cluster, C8H16BClF2N2O6P2 overall at a distorted geometry from the Open Molecules 2025 dataset. Energies are from ωB97M-V with the def2-TZVPD basis set.

Each line ends with the natural charge from an NBO analysis.
Element x y z (Å)
H (-0.09, -0.98, 3.41)  0.231
H (1.83, 3.61, 2.65)  0.264
P (-0.54, 0.25, 1.02)  1.059
H (0.62, 2.79, 3.62)  0.243
C (-0.89, -2.96, -3.03)  0.670
O (-0.35, -4.34, -1.27)  -0.620
H (0.10, 0.69, 4.06)  0.203
Cl (1.97, -0.22, -3.06)  -0.015
H (-3.52, 1.14, -0.08)  0.488
P (-2.12, 1.76, 1.47)  1.030
H (-2.48, 2.98, -0.41)  0.385
H (0.23, 3.43, 1.96)  0.232
H (0.36, -0.76, -0.93)  0.318
O (-3.49, 1.02, 0.89)  -0.931
H (-1.14, -1.00, 1.29)  0.105
O (-1.24, -1.94, -3.58)  -0.588
H (2.94, 1.51, -1.70)  0.227
C (0.97, 2.93, 2.59)  -0.744
F (-1.08, -6.16, -2.58)  -0.536
C (1.52, 1.64, 1.97)  0.705
O (-0.94, -2.25, -0.70)  -0.692
H (0.85, 2.25, -0.60)  0.188
C (-0.13, 0.21, -0.77)  -0.759
C (2.14, 0.77, -1.61)  -0.388
F (1.10, -5.49, -2.73)  -0.537
H (0.32, 1.79, -2.21)  0.239
H (-1.09, 0.14, -1.31)  0.292
O (2.55, 1.66, 1.43)  -0.473
H (1.51, -0.41, 3.85)  0.233
N (0.82, 0.35, 2.03)  -0.778
C (0.76, 1.39, -1.28)  -0.430
B (-0.21, -5.07, -2.56)  1.253
N (-1.93, 3.14, 0.44)  -1.129
O (-0.59, -4.09, -3.62)  -0.631
H (2.41, 0.15, -0.74)  0.218
C (0.54, -0.09, 3.43)  -0.428
C (-0.74, -3.12, -1.53)  0.704
H (-0.96, 3.31, 0.18)  0.392

Computed properties:
DFT total energy = -2243.06232 a.u.
M = 382.43 g/mol
LUMO = -0.0380 Eh
Kohn-Sham gap = 8.49 eV
charge = 0

=====

[2]
Here is an isolated ion of composition C8H16BFI2NO6S and charge -1 at a distorted geometry from the Open Molecules 2025 dataset. Energies are from ωB97M-V with the def2-TZVPD basis set.

Each line ends with the natural charge from an NBO analysis.
Element x y z (Å)
H (-2.68, 4.68, -0.35)  0.462
B (0.12, -1.53, -0.63)  0.779
C (-3.32, 3.14, -2.47)  -0.671
O (2.97, -1.15, 4.49)  -0.853
H (-0.07, 2.40, -0.92)  0.265
O (4.66, -3.14, 4.08)  -0.918
H (-0.77, 2.18, -2.70)  0.226
C (-0.99, 1.98, -1.55)  -0.450
C (2.26, -1.30, 1.13)  -0.407
H (1.94, -0.61, 2.05)  0.219
H (4.20, -2.64, 0.94)  0.292
O (0.28, -0.09, -0.95)  -0.740
H (2.77, -3.39, 1.93)  0.272
H (-4.32, 2.51, -2.48)  0.218
N (-1.64, -0.15, -2.68)  -0.843
H (-3.66, 4.28, -2.35)  0.209
O (-1.89, 4.14, -0.66)  -0.750
H (0.31, -2.52, 1.49)  0.230
I (-1.79, 0.57, 1.87)  0.046
F (-3.46, -0.52, -0.48)  -0.410
H (3.52, -0.86, 5.30)  0.517
H (-2.41, 0.52, -2.93)  0.358
O (5.33, -0.89, 3.20)  -0.899
O (-1.27, -1.59, -0.05)  -0.774
S (4.09, -1.84, 3.40)  2.085
C (3.37, -2.37, 1.76)  -0.616
H (-3.02, 2.31, -0.36)  0.192
C (-2.00, -0.29, -0.17)  0.516
C (1.00, -2.21, 0.58)  -0.744
C (-1.09, 0.36, -1.37)  0.342
C (-2.35, 2.81, -1.18)  0.089
H (1.47, -3.22, 0.17)  0.212
H (-2.12, -1.08, -2.59)  0.386
I (0.52, -2.94, -2.32)  -0.287
H (2.79, -0.66, 0.31)  0.230
H (-2.75, 3.10, -3.50)  0.217

Computed properties:
DFT total energy = -1938.89122 a.u.
M = 537.90 g/mol
ΔE to the lowest compared entry with this formula, charge and spin = 555.81 kJ/mol
LUMO = 0.0780 Eh
Kohn-Sham gap = 7.44 eV
charge = -1

=====

[3]
Here is a single C8H16BN molecule at a distorted geometry from the Open Molecules 2025 dataset. Energies are from ωB97M-V with the def2-TZVPD basis set.

Each line ends with the natural charge from an NBO analysis.
Element x y z (Å)
C (-2.09, -0.81, 0.75)  -0.437
H (-1.79, -2.01, -2.28)  0.199
H (2.89, 0.67, 1.06)  0.203
H (1.25, 2.42, 1.66)  0.206
C (0.75, 0.43, 0.88)  -0.409
H (-2.27, -0.21, -2.22)  0.202
H (0.45, 2.61, 0.18)  0.197
B (-0.41, -0.31, 0.07)  0.909
H (-0.35, 2.15, 1.59)  0.211
C (2.21, 0.30, 0.21)  -0.601
H (-3.71, -1.70, -0.42)  0.208
C (0.85, -0.15, 2.37)  -0.591
N (-0.52, -0.70, -1.27)  -0.696
H (0.96, -1.21, 2.32)  0.209
C (0.29, -0.30, -2.37)  -0.417
H (-0.19, 0.03, 2.81)  0.213
H (-2.51, -0.85, 1.80)  0.216
H (1.69, 0.47, 2.79)  0.208
H (0.03, -0.83, -3.35)  0.205
C (-1.88, -1.09, -1.65)  -0.234
H (2.27, 0.99, -0.69)  0.205
C (-2.68, -1.32, -0.36)  -0.223
H (2.47, -0.70, -0.11)  0.207
H (1.37, -0.58, -2.32)  0.211
H (0.37, 0.79, -2.56)  0.194
C (0.55, 1.91, 1.11)  -0.595

Computed properties:
DFT total energy = -393.98238 a.u.
M = 137.04 g/mol
SMILES = CN1CC=CB1C(C)(C)C
ΔE to the lowest compared entry with this formula, charge and spin = 7.24 kJ/mol
LUMO = 0.0261 Eh
Kohn-Sham gap = 10.11 eV
charge = 0

=====

[4]
Here is C8H16BaN2PS as an isolated structure at a distorted geometry from the Open Molecules 2025 dataset. Energies are from ωB97M-V with the def2-TZVPD basis set.

Each line ends with the natural charge from an NBO analysis.
Element x y z (Å)
C (-0.37, 2.57, -0.14)  -0.319
Ba (-0.06, -1.93, 2.03)  0.539
C (2.46, -0.50, 2.95)  0.116
H (-0.55, -3.41, -1.51)  0.027
P (0.60, -2.81, -0.90)  -0.127
H (3.19, -1.69, -0.11)  0.207
H (4.10, -1.98, 1.39)  0.224
H (-2.17, 0.87, -2.44)  0.188
C (-0.51, 1.36, 0.56)  -0.457
S (1.05, 0.06, 3.76)  -0.423
N (3.58, -0.86, 3.62)  -0.638
H (4.24, -0.39, 0.54)  0.187
C (-1.37, 0.41, -0.43)  -0.440
H (-1.73, -0.61, -0.20)  0.145
C (4.90, -0.25, 3.34)  -0.427
H (0.14, 3.45, 0.24)  0.191
H (1.44, -3.96, -1.09)  0.013
H (3.39, -0.94, 4.63)  0.406
H (5.53, -0.97, 2.80)  0.190
C (-1.61, 1.19, -1.56)  -0.321
H (-1.04, 3.27, -2.15)  0.184
H (1.03, -2.12, -2.08)  0.026
H (-0.19, 1.12, 1.59)  0.179
C (-1.01, 2.47, -1.40)  -0.366
N (2.40, -0.74, 1.57)  -0.701
H (1.88, 0.03, 1.11)  0.419
H (4.81, 0.68, 2.76)  0.198
H (5.38, -0.02, 4.30)  0.201
C (3.57, -1.22, 0.80)  -0.420

Computed properties:
DFT total energy = -1188.81349 a.u.
M = 340.60 g/mol
LUMO (alpha / beta) = 0.0812 / 0.0813 Eh
Kohn-Sham gap (alpha / beta) = 3.04 / 3.04 eV
charge = -1

=====

[5]
Here is a 6-piece molecular cluster, C8H16Br4Cl8 overall at a distorted geometry from the Open Molecules 2025 dataset. Energies are from ωB97M-V with the def2-TZVPD basis set.

Each line ends with the natural charge from an NBO analysis.
Element x y z (Å)
H (14.20, 15.08, 15.09)  0.222
H (13.21, 12.99, 9.50)  0.232
H (15.75, 6.97, 13.65)  0.224
H (12.81, 10.45, 16.16)  0.228
H (15.01, 8.98, 18.80)  0.218
Br (16.64, 8.72, 12.05)  -0.021
C (13.12, 12.64, 10.51)  -0.435
Cl (13.56, 8.26, 16.39)  -0.029
Br (13.39, 10.00, 9.60)  -0.035
C (15.55, 6.05, 11.73)  -0.420
Cl (18.82, 9.27, 18.41)  -0.013
H (14.08, 12.57, 11.00)  0.231
C (15.47, 7.27, 12.64)  -0.446
Cl (14.37, 7.71, 20.62)  -0.025
Br (14.78, 4.53, 12.74)  -0.031
H (14.91, 6.26, 10.88)  0.226
Br (12.24, 14.02, 11.59)  -0.035
Cl (14.99, 10.55, 20.56)  -0.030
Cl (13.46, 9.90, 14.02)  -0.021
H (18.57, 7.78, 16.57)  0.230
Cl (17.18, 9.60, 16.01)  -0.041
H (16.39, 8.67, 19.89)  0.223
H (14.56, 10.39, 16.11)  0.236
H (12.67, 15.23, 14.21)  0.224
C (12.36, 11.34, 10.65)  -0.415
H (14.49, 7.74, 12.68)  0.233
H (16.56, 5.77, 11.46)  0.230
C (17.92, 8.44, 17.14)  -0.388
H (11.37, 11.34, 10.19)  0.229
Cl (12.37, 15.64, 16.48)  -0.027
C (15.35, 8.95, 19.83)  -0.394
C (13.14, 14.82, 15.10)  -0.385
Cl (13.03, 13.05, 15.06)  -0.036
H (12.29, 11.05, 11.69)  0.230
C (13.66, 9.90, 15.76)  -0.407
H (17.10, 7.90, 17.59)  0.218

Computed properties:
DFT total energy = -14291.99843 a.u.
M = 715.46 g/mol
SMILES = BrCCBr.BrCCBr.ClCCl.ClCCl.ClCCl.ClCCl
LUMO = 0.0124 Eh
Kohn-Sham gap = 10.58 eV
charge = 0

=====

[6]
Here is a 4-piece molecular cluster, C8H16Br8 overall at a distorted geometry from the Open Molecules 2025 dataset. Energies are from ωB97M-V with the def2-TZVPD basis set.

Each line ends with the natural charge from an NBO analysis.
Element x y z (Å)
H (1.56, -0.21, -19.87)  0.234
Br (-1.21, -1.06, -18.68)  -0.020
Br (11.36, 2.05, -11.92)  -0.022
C (8.70, 0.93, -11.86)  -0.439
H (5.21, -2.26, -16.70)  0.225
C (3.58, -6.61, -15.24)  -0.426
Br (1.20, 0.76, -22.11)  -0.051
H (5.95, 0.10, -16.90)  0.235
C (3.83, -7.26, -13.80)  -0.450
H (4.72, 0.54, -15.73)  0.225
C (5.42, -0.24, -16.01)  -0.452
H (9.49, 2.38, -10.41)  0.226
H (3.93, -1.88, -15.58)  0.233
H (9.15, 3.09, -11.96)  0.223
Br (3.87, -4.65, -14.95)  -0.022
H (4.25, -7.08, -15.95)  0.227
H (4.89, -7.25, -13.57)  0.220
H (8.70, 0.91, -12.95)  0.229
C (4.60, -1.44, -16.32)  -0.406
H (9.36, 0.15, -11.49)  0.228
H (-0.75, 1.11, -19.94)  0.234
Br (3.36, -9.16, -13.86)  -0.009
H (0.87, -1.42, -20.83)  0.231
H (-1.42, -0.13, -20.98)  0.235
Br (3.51, -1.12, -17.98)  -0.057
Br (6.62, -0.61, -14.49)  -0.006
H (2.59, -6.91, -15.57)  0.228
C (9.45, 2.16, -11.48)  -0.433
C (0.72, -0.38, -20.55)  -0.418
Br (6.84, 0.77, -11.10)  -0.011
H (3.42, -6.72, -12.94)  0.233
C (-0.68, 0.06, -20.20)  -0.445

Computed properties:
DFT total energy = -20906.50298 a.u.
M = 751.45 g/mol
SMILES = BrCCBr.BrCCBr.BrCCBr.BrCCBr
ΔE to the lowest compared entry with this formula, charge and spin = 121.90 kJ/mol
LUMO = 0.0112 Eh
Kohn-Sham gap = 10.56 eV
charge = 0

=====

[7]
Here is C8H16Cl2LuO as an isolated structure at a distorted geometry from the Open Molecules 2025 dataset. Energies are from ωB97M-V with the def2-TZVPD basis set.

Each line ends with the natural charge from an NBO analysis.
Element x y z (Å)
H (-0.31, -3.76, -3.08)  0.186
H (-1.49, -1.55, -1.29)  0.194
H (2.41, 3.38, 0.04)  0.154
C (-1.46, -1.31, -2.36)  -0.608
C (-0.16, -1.60, -2.95)  -0.244
H (0.98, -4.22, -0.96)  0.197
C (1.20, -2.13, -0.34)  -0.469
C (0.91, -0.60, -2.30)  -0.699
C (0.48, -3.25, -1.13)  -0.394
H (0.77, 3.58, 0.71)  0.154
H (1.00, 2.88, -0.92)  0.177
H (1.93, -2.57, 0.36)  0.186
H (1.33, -3.16, -3.12)  0.197
H (-1.72, -0.25, -2.43)  0.210
H (-2.26, -1.88, -2.85)  0.152
C (0.36, -3.01, -2.64)  -0.390
H (0.40, -1.61, 0.26)  0.174
Cl (3.48, -0.55, 2.82)  -0.650
H (2.67, -1.65, -1.85)  0.152
H (0.84, 0.48, -2.52)  0.183
C (1.86, -1.12, -1.33)  -0.437
C (1.41, 2.93, 0.10)  -0.221
H (2.35, -0.27, -0.79)  0.183
O (1.50, 1.64, 0.65)  -0.962
Lu (1.50, -0.09, 1.54)  1.843
H (-0.52, -3.39, -0.72)  0.201
Cl (-0.78, -0.43, 2.28)  -0.643
H (-0.18, -1.45, -4.04)  0.175

Computed properties:
DFT total energy = -2545.68687 a.u.
M = 374.09 g/mol
ΔE to the lowest compared entry with this formula, charge and spin = 21.32 kJ/mol
LUMO = 0.1090 Eh
Kohn-Sham gap = 4.09 eV
charge = -1

=====

[8]
Here is a 4-piece molecular cluster, C8H16Cl8 overall at a distorted geometry from the Open Molecules 2025 dataset. Energies are from ωB97M-V with the def2-TZVPD basis set.

Each line ends with the natural charge from an NBO analysis.
Element x y z (Å)
Cl (-3.59, -3.50, 2.66)  -0.042
C (-0.48, -0.80, 0.56)  -0.390
H (0.93, 3.81, 0.60)  0.211
C (0.79, 4.82, 0.22)  -0.392
H (-0.51, 5.36, 2.05)  0.230
C (0.32, 5.71, 1.43)  -0.372
H (2.23, -2.31, -4.91)  0.232
H (1.73, 5.12, -0.25)  0.232
H (-0.85, -1.61, -0.06)  0.227
Cl (0.79, -1.39, 1.70)  -0.056
H (0.96, 0.30, -0.63)  0.223
H (-2.57, -3.77, 4.76)  0.222
H (-0.82, -2.90, 3.23)  0.231
Cl (1.90, 0.69, -5.73)  -0.056
Cl (0.04, -4.88, 4.11)  -0.073
C (1.43, -1.67, -4.56)  -0.373
C (-0.09, 0.38, -0.36)  -0.405
H (0.56, -1.72, -5.22)  0.223
Cl (0.90, -2.48, -3.06)  -0.083
H (-2.71, -5.29, 3.86)  0.225
C (-1.12, -3.94, 3.15)  -0.382
H (-0.27, 1.32, 0.15)  0.216
Cl (1.73, 5.90, 2.52)  -0.077
C (1.72, -0.22, -4.22)  -0.402
H (0.12, 6.71, 1.02)  0.219
C (-2.49, -4.23, 3.78)  -0.407
H (0.92, 0.33, -3.72)  0.239
H (-1.10, -4.27, 2.11)  0.222
Cl (-0.58, 4.80, -0.90)  -0.049
Cl (-1.08, 0.44, -1.80)  -0.030
H (-1.40, -0.56, 1.08)  0.220
H (2.59, -0.18, -3.57)  0.217

Computed properties:
DFT total energy = -3995.94578 a.u.
M = 395.84 g/mol
SMILES = ClCCCl.ClCCCl.ClCCCl.ClCCCl
ΔE to the lowest compared entry with this formula, charge and spin = 81.07 kJ/mol
LUMO = 0.0170 Eh
Kohn-Sham gap = 11.16 eV
charge = 0